one) Density functional theory data (ωB97M-V with the def2-TZVPD basis set) for an isolated molecule of CH3BrClN.

The net charge is 0. As for the SMILES: ClCNBr. The calculation puts the frontier orbital gap at 9.980 eV. As for the lowest unoccupied orbital energy: 0.3 eV.

Last column: natural (NBO) charge in e.
Element x y z (Å)
H: 1.554 0.096 0.233  0.382
H: -0.615 0.786 1.181  0.223
N: 0.719 0.364 -0.413  -0.680
Br: 0.971 -0.641 -1.943  0.195
Cl: -0.917 -1.478 0.927  -0.124
H: -1.213 0.674 -0.285  0.205
C: -0.499 0.200 0.300  -0.202

---

two) Density functional theory data (ωB97M-V with the def2-TZVPD basis set) for a cluster of 2 separate species, CH3BrClN in total.

The net charge is 0. The calculation puts the frontier orbital gap (spin up / spin down) at 7.993 / 8.932 eV. As for the lowest unoccupied orbital energy (spin up / spin down): -0.7 / -0.4 eV.

Last column: natural (NBO) charge in e.
Element x y z (Å)
Br: -0.441 -2.987 -0.622  0.158
N: -0.306 -1.135 -1.060  -0.694
Cl: 0.241 -1.161 1.956  0.061
C: -0.298 0.092 0.980  -0.262
H: 0.757 -0.989 -1.344  0.337
H: -1.264 0.460 1.049  0.200
H: 0.552 0.760 0.866  0.199

---

Most stable: one) (next structure +2.949 eV)